1.
Molecular formula: C25H42AlF4O2
Method: DFT, wB97M-V/def2-TZVPD

Results
Kohn-Sham gap: 7.2 eV
highest occupied orbital energy: -4.315 eV
charge: -1
spin multiplicity: 1
LUMO energy: 2.85 eV

Positions of all 74 atoms, in Å:
Al (0.4127, -1.1497, 1.2713)
F (-1.1526, -2.6062, -0.6431)
F (-0.1545, -4.9391, -0.4085)
F (0.4731, -4.6093, 1.6493)
F (-1.5904, -3.2548, 1.4730)
O (1.9502, -1.2595, 0.3053)
O (0.0299, 0.4803, 0.5923)
C (-6.5008, -0.1561, 0.0811)
C (4.7085, -0.0229, -2.8646)
C (-4.1893, 0.3408, 1.0156)
C (0.9816, 2.3723, -0.3662)
C (-2.4139, 0.8462, 4.4410)
C (-1.9236, -0.1972, 3.4040)
C (4.5012, -0.6490, -1.4676)
C (2.9438, 3.7746, -3.4453)
C (1.3950, -0.6613, -1.8852)
C (1.3140, 1.0082, 0.2352)
C (4.2256, -2.1547, -1.5617)
C (2.1821, 2.7508, -2.5895)
C (-4.7024, 0.8711, -1.4208)
C (0.3433, -4.0056, 0.4330)
C (-0.6105, -2.8008, 0.6096)
C (-3.4935, -0.9061, 1.4687)
C (0.5505, -0.8719, 3.2691)
C (-3.1949, -1.0016, 2.9778)
C (2.0473, -0.1069, -0.5816)
C (-0.7490, 0.6181, -2.8794)
C (-0.8081, -1.0750, 3.9920)
C (3.5720, 0.1633, -0.5404)
C (-5.0783, 0.3387, -0.0469)
C (0.2273, 0.0426, -2.4327)
C (2.1047, 3.1406, -1.1060)
H (3.8768, -0.2032, -3.5460)
H (1.3759, -1.4230, 3.7331)
H (2.7364, 3.5410, -4.4950)
H (-1.6217, 0.3827, 2.5260)
H (3.8350, 1.2176, -0.6825)
H (1.1554, 2.7527, -2.9605)
H (2.1083, -0.7526, -2.7054)
H (-3.6310, 1.0484, -1.4395)
H (1.3486, -3.7084, 0.1339)
H (3.0794, 3.1172, -0.6128)
H (-3.0594, 0.3819, 5.1897)
H (4.0273, -2.5356, -0.5592)
H (-3.9537, 1.2865, 1.5152)
H (-3.0566, -2.0407, 3.2828)
H (-0.6532, -0.8212, 5.0499)
H (5.1240, -2.6659, -1.9231)
H (-4.0845, -0.6462, 3.5069)
H (1.8520, 1.0759, 1.1950)
H (-6.8967, -0.4479, -0.8982)
H (1.0691, -1.6782, -1.6883)
H (-4.9599, 0.1250, -2.1742)
H (0.6460, 3.0146, 0.4547)
H (0.7907, 0.1974, 3.3798)
H (-2.5811, -0.9864, 0.8710)
H (2.6038, 4.7977, -3.2840)
H (-3.0601, 1.5446, 3.8969)
H (-1.6646, 0.9199, -3.3127)
H (-5.2623, 1.7874, -1.6729)
H (-1.5888, 1.3993, 4.8935)
H (4.0211, 3.6658, -3.2975)
H (5.0162, 1.0212, -2.8004)
H (2.5540, 1.7363, -2.7414)
H (-7.1162, 0.6419, 0.4978)
H (1.8004, 4.1960, -1.1164)
H (3.8778, -0.0657, 0.4800)
H (3.3936, -2.4105, -2.2150)
H (5.4992, -0.5751, -1.0149)
H (-6.5485, -1.0301, 0.7418)
H (-1.0627, -2.1375, 3.9518)
H (-4.0836, -1.7919, 1.1899)
H (5.5659, -0.5569, -3.2959)
H (0.1269, 2.3064, -1.0327)

---

2.
Molecular formula: C25H42BO29
Method: DFT, wB97M-V/def2-TZVPD

Results
Kohn-Sham gap: 8.0 eV
highest occupied orbital energy: -6.424 eV
charge: -1
spin multiplicity: 1
LUMO energy: 1.59 eV

Positions of all 97 atoms, in Å:
O (2.9710, 1.3911, 0.4308)
O (-0.3169, 0.7656, -4.9000)
O (-0.4014, -4.7316, -0.5446)
O (-1.1406, -1.2420, 1.4663)
O (-0.9638, 0.9006, -2.6985)
O (1.8378, -0.1949, -1.6615)
O (-0.3822, 4.9004, -0.9507)
O (-0.6173, -0.9927, 3.6757)
O (-0.7451, -2.0534, -3.1414)
O (1.1969, 0.5791, 4.3013)
O (3.6820, 0.6901, -2.8179)
O (2.4257, 2.2307, 3.4950)
O (2.0165, 1.9682, -1.9386)
O (-0.6156, -6.5880, 0.5785)
O (0.4357, 2.1216, 2.7429)
O (-2.2682, 3.6331, -1.3074)
O (-0.5367, 0.2179, -0.4669)
O (-2.5607, 5.6443, -0.6184)
O (0.1182, -1.3170, -5.2189)
O (-5.4748, 0.1887, 3.9580)
O (3.5186, -0.6531, 0.1789)
O (-0.6732, -6.7140, -1.6828)
O (0.9794, -1.2158, 0.6709)
O (-4.5359, -0.2137, 2.0100)
O (3.8180, 0.3031, 2.2714)
O (2.1762, -0.8952, 2.5436)
O (1.6299, 0.0267, -4.1460)
O (-0.7367, -2.1134, -0.7868)
O (-3.1847, 0.2834, 3.8366)
C (1.3168, 1.5683, 3.6135)
C (3.7728, -1.9472, 0.6649)
C (-0.7777, 1.4087, 2.4201)
C (3.5779, 1.8522, 4.1614)
C (-4.2908, 0.1482, 3.3393)
C (2.4833, 2.5458, 1.1062)
C (0.8838, 2.3052, -1.0678)
C (2.3087, -1.4813, -1.8970)
C (3.4864, 0.3648, 1.0447)
C (-0.8008, -1.5110, -2.0336)
C (-1.5974, 2.4397, -1.6911)
C (0.8257, -2.5412, -4.9276)
C (0.5643, -0.1514, -4.6573)
C (1.1302, -1.1837, 1.9367)
C (-0.5850, -6.0768, -0.6199)
C (-0.6494, -7.9459, 0.7735)
C (-2.1852, 6.8001, 0.0598)
C (-1.6094, 4.7650, -0.9918)
C (-0.8391, 0.0411, -1.7835)
C (-0.3185, -4.0146, -1.7390)
C (2.5926, 0.8236, -2.1793)
C (-0.2098, 2.0729, -4.3070)
C (-5.6574, 0.9770, 5.1081)
C (-0.3742, -1.1579, 2.4820)
C (-3.4750, -0.3544, 1.0425)
B (-0.4073, -1.0621, 0.2336)
H (-4.9466, 1.8033, 5.1160)
H (4.4375, 2.5048, 4.0089)
H (-1.4088, 6.7400, 0.8224)
H (3.9374, 0.8444, 3.9538)
H (-1.2717, 0.9164, 3.2578)
H (1.8546, -2.1890, -1.2034)
H (-2.9126, 0.5413, 0.7787)
H (1.6098, -2.7238, -5.6624)
H (-1.4903, -8.4010, 0.2502)
H (0.2455, -3.4611, -5.0002)
H (3.3547, -1.6645, -1.6511)
H (-0.0536, 1.9771, -1.5170)
H (-2.7886, -1.0218, 1.5636)
H (-0.2479, -2.9445, -1.5445)
H (-1.0821, 2.6807, -4.5472)
H (-1.0655, 2.0052, -0.8447)
H (-0.6326, -8.1966, 1.8342)
H (1.2008, -2.4236, -3.9109)
H (-5.6775, 0.4141, 6.0413)
H (0.6407, -4.2211, -2.2138)
H (-1.1148, -4.2817, -2.4338)
H (-6.6892, 1.3146, 5.0110)
H (-1.3837, 2.2936, 2.2256)
H (-3.7801, -0.8906, 0.1440)
H (-1.8187, 7.4685, -0.7194)
H (0.2598, -8.4145, 0.3967)
H (0.1036, 2.0727, -3.2631)
H (3.4494, 1.7054, 5.2338)
H (3.3129, -2.3256, 1.5778)
H (-0.8008, 2.6291, -2.4105)
H (4.8128, -2.1925, 0.8797)
H (3.3007, 3.1441, 1.5088)
H (-3.0106, 7.3944, 0.4517)
H (3.5057, -2.5515, -0.2020)
H (0.8154, 3.3921, -1.0236)
H (1.7950, 2.1909, 1.8732)
H (-0.6819, 0.8384, 1.4962)
H (-2.2442, 1.7580, -2.2435)
H (1.9827, 3.1546, 0.3532)
H (2.0598, -1.8560, -2.8899)
H (0.6723, 2.4640, -4.8139)
H (0.9324, 1.9062, -0.0546)

---

3.
Molecular formula: C25H42Cl2O2OsP2
Method: DFT, wB97M-V/def2-TZVPD

Results
Kohn-Sham gap (alpha / beta): 5.6 / 4.1 eV
highest occupied orbital energy (alpha / beta): -11.930 / -13.788 eV
⟨S²⟩: 6.037
charge: +2
spin multiplicity: 5
LUMO energy (alpha / beta): -6.33 / -9.66 eV

Positions of all 74 atoms, in Å:
Os (-0.9063, 0.7933, 0.0423)
Cl (2.9672, -3.9665, 0.0207)
Cl (3.1514, -3.4651, 2.9203)
P (-0.0563, -1.0366, -1.7057)
P (1.4210, 0.9452, 0.6023)
O (0.4225, -3.1206, 1.5385)
O (0.2923, -5.3613, 2.0229)
C (-2.2801, -0.9146, 0.6079)
C (-2.9573, 1.3092, 0.5400)
C (-1.2115, -0.9629, 2.9668)
C (-3.7121, 2.5409, 0.1352)
C (0.5957, 1.6355, -1.2439)
C (-3.8901, -0.2581, -1.3242)
C (2.8683, 2.0816, 0.1301)
C (2.6292, 3.2261, -0.8244)
C (3.1202, 0.7437, -0.3944)
C (0.8636, -4.2963, 1.7548)
C (2.0608, 0.3855, 2.2650)
C (0.7550, 0.5714, -2.2933)
C (-2.2638, 1.0938, 1.7750)
C (-3.0091, 0.0539, -0.1628)
C (0.4406, 2.4723, 1.2740)
C (3.3548, 0.4679, -1.8807)
C (2.4200, -4.4668, 1.6541)
C (0.3937, -2.8040, -2.0029)
C (-1.3572, -0.8467, -3.0513)
C (2.1571, 0.1289, -2.7778)
C (-2.2737, 2.0081, 2.9687)
C (0.9797, -0.8708, -0.0213)
C (-2.3515, -2.3917, 0.4157)
C (1.3674, 2.9650, -1.6593)
C (-1.7824, -0.2538, 1.7978)
H (-3.8720, 0.5777, -2.0376)
H (3.9522, 1.2781, -2.3395)
H (1.9581, -1.2840, -0.3552)
H (-3.5388, -1.1564, -1.8253)
H (-4.7708, 2.4698, 0.4386)
H (2.1431, -0.9723, -2.9380)
H (3.8003, 0.1260, 0.2218)
H (1.6388, 2.9446, -2.7375)
H (-2.0855, -1.6619, -2.9994)
H (-1.4130, -2.8740, 0.7231)
H (-0.4604, -3.3567, -2.4356)
H (0.6683, -1.6118, 0.7584)
H (-0.5148, -1.7562, 2.6601)
H (2.6767, -5.5183, 1.8031)
H (-3.2604, 3.4354, 0.6062)
H (0.6492, -3.2980, -1.0550)
H (0.2204, 0.9748, -3.1915)
H (-3.1283, -2.8249, 1.0685)
H (1.2732, -2.8606, -2.6774)
H (3.1009, 0.6893, 2.4356)
H (-1.9923, -1.4795, 3.5437)
H (3.4952, 3.3909, -1.4902)
H (1.4598, 0.8203, 3.0696)
H (-0.6196, 2.6188, 0.9171)
H (2.3436, 0.5504, -3.7926)
H (0.9859, 3.3455, 0.8877)
H (3.4476, 2.3671, 1.0267)
H (-4.9322, -0.4367, -1.0092)
H (0.6663, 3.8203, -1.5691)
H (-2.6017, -2.6657, -0.6124)
H (0.4020, 2.4986, 2.3668)
H (-1.4117, 1.8179, 3.6132)
H (-3.1748, 1.8511, 3.5779)
H (-1.8898, 0.1122, -3.0319)
H (4.0423, -0.3926, -1.9104)
H (-0.6948, -0.2790, 3.6495)
H (-3.6704, 2.6546, -0.9598)
H (2.0069, -0.6994, 2.3647)
H (2.5099, 4.1872, -0.2870)
H (-2.2772, 3.0548, 2.6480)
H (-0.8447, -0.9094, -4.0207)
H (-0.4967, 2.0455, -1.1953)